ORCA calculation (ωB97M-V/def2-TZVPD) on C34H41CrN6O5PS2Se as an isolated structure.

Structure (ORCA input):
```
! RIJCOSX wB97M-V def2-TZVPD def2/J DEFGRID3
* xyz -1 4
Cr -0.5030 -0.5872 -0.5513
C -4.1865 -1.0718 -1.0250
C -3.6782 0.3348 -1.0822
N -3.2703 0.7822 -2.1997
N -2.8590 2.0659 -2.3598
C -1.7114 2.5012 -2.0116
S -0.3691 1.7705 -1.1458
S -1.4104 4.2365 -2.4018
C -2.3636 5.0178 -1.0325
C -1.4810 5.7103 -0.0236
C -1.3946 7.0979 0.0196
C -0.5428 7.7340 0.9210
C 0.2338 6.9821 1.7903
C 0.1483 5.5911 1.7578
C -0.7012 4.9611 0.8611
C -3.6279 1.1334 0.1761
C -4.5395 2.1470 0.4502
C -4.3848 2.9702 1.5595
C -3.2839 2.7786 2.3867
C -2.3742 1.7618 2.1289
C -2.5343 0.9232 1.0268
O -1.6542 -0.0694 0.7962
H -4.1890 -1.5071 -2.0246
H -5.1929 -1.0983 -0.5999
H -3.5337 -1.6692 -0.3787
H -2.9315 4.2085 -0.5772
H -3.0536 5.7191 -1.4970
H -1.9981 7.6894 -0.6640
H -0.4868 8.8173 0.9397
H 0.9048 7.4738 2.4861
H 0.7520 4.9945 2.4351
H -0.7571 3.8759 0.8236
H -5.3749 2.2951 -0.2299
H -5.0989 3.7607 1.7603
H -3.1292 3.4306 3.2395
H -1.5019 1.6206 2.7580
Se -0.7061 -1.3864 -2.8702
C -0.8075 -3.2800 -2.9978
C -1.3816 -4.1106 -2.0353
C -1.4832 -5.4696 -2.2940
N -1.0632 -6.0630 -3.4183
C -0.5003 -5.2574 -4.3246
C -0.3503 -3.8890 -4.1656
H -1.7285 -3.7038 -1.0988
H -1.9412 -6.1249 -1.5573
H -0.1516 -5.7413 -5.2343
H 0.1188 -3.2894 -4.9371
O 0.1956 -5.7296 0.8899
C -0.2246 -5.2409 2.0937
C -0.5419 -6.0672 3.1647
C -0.9869 -5.5173 4.3606
C -1.1172 -4.1403 4.4866
C -0.7860 -3.3235 3.4079
C -0.3345 -3.8619 2.2138
C 0.1383 -2.9466 1.1077
O 1.3503 -2.7360 1.0401
O -0.8055 -2.4419 0.3897
H 0.1991 -6.6881 0.9166
H -0.4308 -7.1444 3.0667
H -1.2309 -6.1687 5.1929
H -1.4670 -3.7053 5.4150
H -0.8858 -2.2440 3.4887
C 2.9958 1.7097 -2.6281
N 3.3405 1.4565 -1.2145
C 3.2764 2.6670 -0.3968
P 2.8771 -0.0335 -0.6551
O 1.4937 -0.4567 -1.0192
N 3.9323 -1.0606 -1.3720
C 3.5589 -2.4696 -1.5492
C 5.2950 -0.7245 -1.7446
N 3.1564 0.0325 0.9834
C 1.9829 0.4388 1.7831
C 3.8861 -1.0844 1.6012
H 3.8083 2.2662 -3.1074
H 2.0731 2.2813 -2.7107
H 2.8511 0.7704 -3.1601
H 4.0506 3.3628 -0.7316
H 3.4657 2.4266 0.6466
H 2.3035 3.1613 -0.4891
H 2.5705 -2.6579 -1.1383
H 4.2766 -3.1166 -1.0344
H 3.5498 -2.7296 -2.6111
H 5.4882 0.3275 -1.5540
H 5.4539 -0.9215 -2.8087
H 6.0157 -1.3275 -1.1819
H 1.3945 1.1925 1.2559
H 2.3230 0.8733 2.7263
H 1.3351 -0.4151 2.0003
H 4.7405 -1.3613 0.9845
H 3.2464 -1.9613 1.7385
H 4.2598 -0.7571 2.5737
*
```

Values from the calculation:
⟨S²⟩: 3.8378
Gap between HOMO and LUMO (spin up / spin down) in eV: 6.923 / 7.242
Energy relative to the best compared isomer or geometry (same formula, charge and spin) in kcal/mol: 0.0

ORCA calculation (ωB97M-V/def2-TZVPD) on C34H41CuN5O3S5Si2 as an isolated structure.

Structure (ORCA input):
```
! RIJCOSX wB97M-V def2-TZVPD def2/J DEFGRID3
* xyz -2 2
Cu 0.1794 0.1114 0.2010
O 1.3905 -6.7958 1.1546
C 1.2293 -5.6172 1.3782
S -0.0678 -4.9844 2.3766
C 0.3530 -3.2364 2.2824
C 1.4366 -2.9568 1.5058
S 2.1204 -1.4133 1.2243
S 2.2402 -4.3421 0.7292
S -0.5906 -2.1408 3.1330
C -4.3463 2.4672 1.2897
Si -2.8429 1.2469 1.1438
C -3.7025 -0.4626 1.0491
C -2.0574 1.3679 2.8888
N -1.6687 1.3254 -0.0860
C -1.4284 2.2560 -1.0343
C -2.2975 3.3278 -1.2794
C -2.0756 4.2781 -2.2578
C -0.9194 4.2144 -3.0153
C -0.0323 3.1728 -2.8012
C -0.2499 2.1585 -1.8619
N 0.5938 1.0966 -1.7142
Si 1.9447 0.7173 -2.6650
C 2.7333 -0.9196 -2.1198
C 3.4040 1.9944 -2.6367
C 1.5361 0.4371 -4.5420
H -4.9657 2.1927 2.1415
H -4.9872 2.4485 0.4110
H -4.0303 3.4964 1.4448
H -4.5768 -0.5169 1.6934
H -3.0117 -1.2313 1.3816
H -4.0261 -0.7023 0.0387
H -2.7789 1.6223 3.6607
H -1.2615 2.1072 2.9228
H -1.6233 0.4104 3.1518
H -3.1922 3.3849 -0.6831
H -2.8042 5.0653 -2.4257
H -0.7113 4.9583 -3.7782
H 0.8559 3.1106 -3.4152
H 3.1641 -0.8318 -1.1301
H 3.5208 -1.2305 -2.8023
H 1.9939 -1.7127 -2.0825
H 3.7747 2.0994 -1.6193
H 3.1070 2.9766 -2.9999
H 4.2365 1.6589 -3.2495
H 0.8503 -0.4017 -4.6464
H 2.4255 0.2034 -5.1220
H 1.0696 1.3060 -5.0003
N -0.6101 -1.4708 -0.5834
S -0.5859 -1.4140 -2.1501
C -0.9980 -3.1513 -2.6081
C -1.3956 -3.4900 -3.8902
C -1.6679 -4.8140 -4.1893
C -1.5234 -5.7909 -3.2152
C -1.0814 -5.4535 -1.9454
C -0.8130 -4.1296 -1.6486
C -2.1474 -0.7421 -2.7839
C -3.3531 -1.3640 -2.4986
C -4.5309 -0.8076 -2.9615
C -4.5092 0.3782 -3.6820
C -3.3030 1.0041 -3.9461
C -2.1163 0.4367 -3.5128
H -1.5137 -1.6244 -0.1578
H -1.4998 -2.7160 -4.6371
H -2.0055 -5.0832 -5.1822
H -1.7624 -6.8196 -3.4465
H -0.9507 -6.2132 -1.1880
H -0.4628 -3.8164 -0.6771
H -3.3666 -2.2853 -1.9325
H -5.4713 -1.2988 -2.7553
H -5.4367 0.8026 -4.0422
H -3.2799 1.9389 -4.4883
H -1.1685 0.9004 -3.7285
O 4.5574 5.8807 -1.3926
C 3.5118 5.9459 -0.4607
N 3.1172 4.6574 0.0275
C 3.1140 4.3628 1.3591
O 3.5357 5.1545 2.1905
C 2.5513 3.0539 1.7370
C 2.9472 2.4958 2.9595
C 2.3272 1.3535 3.4144
C 1.3258 0.7774 2.6399
N 0.9630 1.3026 1.4666
C 1.5503 2.3958 1.0223
H 4.3493 5.1747 -2.0164
H 2.6447 6.4673 -0.9062
H 3.8845 6.5155 0.3981
H 2.7610 3.9742 -0.6260
H 3.7269 2.9899 3.5199
H 2.6015 0.9082 4.3578
H 0.7419 -0.0631 2.9890
H 1.1637 2.7796 0.0888
*
```

Values from the calculation:
⟨S²⟩: 0.7573
Gap between HOMO and LUMO (spin up / spin down) in eV: 5.029 / 5.053

ORCA calculation (ωB97M-V/def2-TZVPD) on C34H41N4O3SiV as an isolated structure.

Structure (ORCA input):
```
! RIJCOSX wB97M-V def2-TZVPD def2/J DEFGRID3
* xyz 0 3
V 0.1587 0.1499 -0.5151
C -1.8057 -0.2202 0.2112
Si -2.2224 -2.0252 0.3516
C -1.1690 -2.7586 -1.0605
N 0.2299 -2.2881 -0.9334
C 0.9970 -2.5445 -2.1740
C 1.4409 -4.0008 -2.2956
C 2.4217 -4.3583 -1.1618
C 2.3323 -3.3347 -0.0234
C 0.8789 -2.9573 0.2326
C -1.8141 -2.8044 2.0220
C -1.8563 -4.1907 2.1883
C -1.6154 -4.7734 3.4221
C -1.3307 -3.9741 4.5222
C -1.2890 -2.5957 4.3782
C -1.5298 -2.0186 3.1382
C -4.0364 -2.4669 0.0430
C -4.8866 -2.7435 1.1164
C -6.2271 -3.0371 0.9136
C -6.7486 -3.0569 -0.3719
C -5.9238 -2.7744 -1.4512
C -4.5841 -2.4847 -1.2409
H -2.0044 0.2734 1.1649
H -2.5324 0.2150 -0.4873
H -1.5741 -2.3781 -2.0035
H -1.2213 -3.8555 -1.1166
H 1.8726 -1.8955 -2.1852
H 0.3695 -2.2653 -3.0216
H 1.8965 -4.1575 -3.2741
H 0.5589 -4.6436 -2.2540
H 3.4457 -4.3968 -1.5365
H 2.1848 -5.3515 -0.7739
H 2.9126 -2.4423 -0.2540
H 2.7403 -3.7593 0.8951
H 0.8054 -2.3035 1.1030
H 0.3347 -3.8768 0.4703
H -2.0918 -4.8226 1.3366
H -1.6543 -5.8507 3.5280
H -1.1514 -4.4263 5.4895
H -1.0710 -1.9670 5.2330
H -1.4915 -0.9395 3.0363
H -4.4869 -2.7312 2.1243
H -6.8653 -3.2567 1.7608
H -7.7933 -3.2914 -0.5324
H -6.3244 -2.7822 -2.4577
H -3.9505 -2.2702 -2.0943
C -2.7328 0.0574 -3.3421
C -1.2772 0.4326 -3.0727
C -1.0614 1.9320 -3.1049
C -1.2069 2.5299 -4.3482
C -1.0680 3.8947 -4.5064
C -0.7411 4.6576 -3.4039
C -0.5499 4.1009 -2.1432
C -0.0947 5.0778 -1.0803
C -1.2655 5.8797 -0.4982
C -0.7477 2.7109 -1.9712
N -0.5136 2.0491 -0.7457
C -0.6932 2.6130 0.4228
C -0.1520 1.9671 1.5424
C -0.0308 2.2782 2.9053
C 0.6860 1.2327 3.4764
C 0.9644 0.3197 2.4486
N 0.4563 0.7559 1.2954
H -2.8553 -1.0263 -3.3726
H -3.0598 0.4619 -4.2988
H -3.3883 0.4569 -2.5669
H -0.6310 -0.0235 -3.8247
H -0.9956 0.0078 -2.1060
H -1.4203 1.9066 -5.2091
H -1.1797 4.3553 -5.4792
H -0.5930 5.7251 -3.5228
H 0.5938 5.7816 -1.5506
H 0.4677 4.5858 -0.2892
H -1.7437 6.4672 -1.2824
H -0.9228 6.5648 0.2788
H -2.0338 5.2322 -0.0706
H -1.2856 3.5100 0.5466
H -0.3968 3.1690 3.3916
H 0.9784 1.1291 4.5088
H 1.5162 -0.6058 2.5119
O 2.1725 -0.2872 -0.2698
N 2.0155 0.7739 -0.9559
O 2.4547 1.8623 -0.6063
O 1.3933 0.6081 -2.0616
*
```

Values from the calculation:
⟨S²⟩: 2.0307
Gap between HOMO and LUMO (spin up / spin down) in eV: 7.724 / 7.225

The highest ⟨S²⟩ belongs to which entry?
C34H41CrN6O5PS2Se

Which value of ⟨S²⟩ does entry 1 give?
3.8378

Which value of ⟨S²⟩ does entry 3 give?
2.0307

The lowest ⟨S²⟩ belongs to which entry?
C34H41CuN5O3S5Si2